Below is a structure of composition C4H9NO2 in a non-equilibrium geometry, with properties calculated with ωB97M-V/def2-TZVPD.

```
16
Properties=species:S:1:pos:R:3:lowdin_charge:R:1
C -0.6323 -0.9751 0.2100 -0.62
C 0.8159 -0.7964 0.0886 0.01
C 1.6209 0.9231 -0.1789 -0.07
C -1.1262 1.4825 -0.1877 -0.08
O -1.0225 -1.2173 1.5183 0.03
O -1.0974 -1.9647 -0.6524 0.02
N -1.5489 0.3282 -0.2414 0.06
H -1.9901 -1.2051 1.5342 0.11
H -1.8804 -1.6358 -1.1079 0.09
H 1.3282 -1.1184 0.9878 0.10
H 1.2251 -1.2642 -0.7985 0.09
H 0.0029 1.6060 0.1380 0.05
H -1.6291 2.3242 -0.6554 0.07
H 2.3688 0.6215 -0.9102 0.04
H 1.5032 1.9394 -0.5557 0.04
H 2.0621 0.9522 0.8112 0.04
```

Results
Calculated total energy ... -9875.33394 eV
E_HOMO ... -9.15 eV
Frontier orbital gap ... 10.1117 eV
Energy relative to the best compared isomer or geometry (same formula, charge and spin) ... 109.0 kcal per mole